Entry from the OMol25 dataset: a structure of composition C3H3NdO2 (the ωB97M-V functional and the def2-TZVPD basis).

ORCA input file:
```
! RIJCOSX wB97M-V def2-TZVPD def2/J DEFGRID3
* xyz 3 5
C -1.47852 0.24231 -0.67362
C -0.32959 -0.47112 -0.59023
H -1.47830 1.33198 -0.61578
H -0.26582 -1.53441 -0.83823
H -2.40995 -0.26389 -0.92938
O 1.32442 0.51758 -1.04330
C 1.00800 0.05385 0.06079
O 1.23417 0.41339 1.21753
Nd 2.39558 -0.28969 3.41223
*
```

Summary:
frontier orbital gap (spin up / spin down)	4.46 / 8.12	eV
energy above the lowest of the compared OMol25 structures with the same formula, charge and spin	17.12	kcal/mol
E_HOMO (spin up / spin down)	-21.36 / -25.19	eV

natural (NBO) population analysis, charges in e, atoms 1 to 5: number 1, C, carries 0.108; number 2, C, carries -0.070; number 3, H, carries 0.293; number 4, H, carries 0.336; number 5, H, carries 0.322